20
Properties=species:S:1:pos:R:3 method="wB97M-V/def2-TZVPD" charge=+1 smiles="[H]/N=C/O[N+]#Cc1ccc([N+](=O)[O-])cc1" homo_energy_ev=-14.47 de_lowest_kj_mol=0.00 gap_ev=8.51
C 3.522 -0.038 -0.235
C -0.937 -1.288 -0.082
C -0.945 0.778 1.212
C -2.247 -1.322 -0.200
C -2.299 0.811 1.087
C -0.202 -0.312 0.566
C -2.882 -0.197 0.351
C 1.174 -0.375 0.732
N 2.133 -0.465 1.421
N 2.536 0.029 -0.981
N -4.392 -0.053 0.088
O -4.948 -0.957 -0.481
O 3.403 -0.359 1.021
O -4.866 0.994 0.486
H 4.573 0.298 -0.554
H -0.261 -2.101 -0.201
H -0.441 1.601 1.660
H -2.864 -2.053 -0.691
H -2.802 1.535 1.639
H 2.507 0.312 -2.017